Record 1
ORCA calculation (ωB97M-V/def2-TZVPD) on an isolated ion of composition C5H11NO2 and charge +1 in a non-equilibrium geometry.

Bonds (Å) are listed after each position.
Element x y z (Å)
1 C 1.068 1.293 -0.513  C2 1.532, C4 1.485, H9 1.107, H10 1.127
2 C 1.540 0.817 0.865  C1 1.532, O3 1.463, H11 1.083, H12 1.099
3 O 2.264 -0.453 0.801  C2 1.463, H13 0.961
4 C 0.026 0.550 -1.267  C1 1.485, N5 1.425, H15 1.089
5 N -0.126 -0.833 -0.958  C4 1.425, C6 1.398, H16 1.019
6 C -0.868 -1.386 0.090  N5 1.398, C7 1.456, H17 1.075
7 C -2.094 -0.801 0.613  C6 1.456, O8 1.506, H18 1.083, H19 1.093
8 O -2.160 0.699 0.491  C7 1.506, H14 1.044
9 H 1.943 1.181 -1.181  C1 1.107
10 H 0.949 2.386 -0.263  C1 1.127
11 H 2.263 1.444 1.371  C2 1.083
12 H 0.697 0.685 1.557  C2 1.099
13 H 1.604 -1.141 0.678  O3 0.961
14 H -1.451 0.889 -0.252  O8 1.044
15 H 0.016 0.735 -2.340  C4 1.089
16 H -0.026 -1.528 -1.697  N5 1.019
17 H -0.457 -2.370 0.222  C6 1.075
18 H -2.148 -1.098 1.653  C7 1.083
19 H -3.038 -1.068 0.130  C7 1.093

Calculated values
**Total charge**: +1
**Spin multiplicity**: 2
**Expectation value of S²**: 0.79
**Frontier orbital gap (alpha / beta)**: 7.26 / 7.78 eV

Results of the Löwdin charge analysis, in e, for atoms 1 through 5: -0.141 -0.205 -0.065 -0.012 0.087

Record 2
ORCA calculation (ωB97M-V/def2-TZVPD) on an isolated ion of composition C5H11NO2P and charge +1 in a non-equilibrium geometry.

Bonds (Å) are listed after each position.
Element x y z (Å)
1 C -0.692 -1.011 -1.080  N2 1.470, H10 1.051, H11 1.111, H12 1.076
2 N -0.733 -0.004 -0.011  C1 1.470, C3 1.433, C4 1.479, C5 1.447
3 C -2.038 0.588 -0.037  N2 1.433, H13 1.041, H14 1.040, H15 1.067
4 C -0.490 -0.602 1.320  N2 1.479, H16 1.048, H17 1.137, H18 1.046
5 C 0.358 0.938 -0.141  N2 1.447, C6 1.280, H19 1.011
6 C 1.603 0.754 -0.372  C5 1.280, O7 1.354, H20 1.170
7 O 2.246 -0.412 -0.617  C6 1.354, P8 1.755
8 P 3.867 -0.548 0.041  O7 1.755, O9 1.442
9 O 4.167 0.783 0.506  P8 1.442
10 H -0.669 -0.502 -1.999  C1 1.051
11 H 0.131 -1.757 -1.047  C1 1.111
12 H -1.603 -1.583 -1.030  C1 1.076
13 H -2.791 -0.094 0.188  C3 1.041
14 H -2.163 1.187 0.804  C3 1.040
15 H -2.271 0.980 -1.002  C3 1.067
16 H -0.839 0.024 2.084  C4 1.048
17 H -0.944 -1.639 1.425  C4 1.137
18 H 0.524 -0.705 1.556  C4 1.046
19 H 0.051 1.900 -0.188  C5 1.011
20 H 2.285 1.704 -0.400  C6 1.170

Calculated values
**Total charge**: +1
**Frontier orbital gap**: 10.04 eV

Results of the Löwdin charge analysis, in e, for atoms 1 through 5: 0.020 -0.338 0.008 0.030 -0.070

Record order is preserved below.
ΔE to the lowest compared entry with this formula, charge and spin: 85.5 19.8 kcal/mol